[1]
ORCA calculation (ωB97M-V/def2-TZVPD) on a gas-phase ion, C4H11N2O (charge +1).

Calculated values
- HOMO energy: -0.505 Ha
- Total charge: +1
- ΔE to the lowest compared entry with this formula, charge and spin: 5.430 eV
- LUMO: -7.88 eV
- Kohn-Sham gap: 5.849 eV

Positions of all 18 atoms, in Å:
N  0.74619  0.39434  1.18768
C  -0.28605  -0.34069  0.50717
C  -1.12029  0.31994  -0.48236
C  -1.26446  1.77586  -0.58576
O  -0.03206  2.44348  -0.93014
C  0.41577  -1.54071  -0.27065
N  1.46363  -2.17875  0.52670
H  0.56458  1.78632  -1.32582
H  0.64948  0.43105  2.19025
H  0.90353  1.31874  0.81216
H  -0.96860  -0.80491  1.24352
H  -2.01882  1.97959  -1.36236
H  -2.06767  -0.19158  -0.66537
H  -1.62218  2.29814  0.31695
H  -0.34303  -2.26711  -0.56709
H  0.89524  -1.04711  -1.13123
H  2.18759  -1.46957  0.57247
H  1.89714  -2.90705  -0.03614

Atomic forces in eV per Å
-0.3 0.5 -0.7
1.3 0.4 -0.5
-2.1 0.5 4.9
1.2 0.8 -2.7
-0.1 -0.9 0.3
0.7 -0.7 -0.6
-0.4 0.7 -0.1
-0.1 0.6 -0.2
0.0 -0.2 0.1
0.0 0.2 0.2
-0.3 -0.1 -0.4
0.2 0.2 0.1
0.6 -0.6 -1.1
-0.1 -0.9 0.4
0.1 0.1 -0.2
-0.5 -0.3 -0.3
0.2 -0.1 0.6
-0.4 -0.2 0.0


[2]
ORCA calculation (ωB97M-V/def2-TZVPD) on 4 unconnected molecules or ions with the total composition C3H16NO4.

Calculated values
- HOMO energy: -0.533 Ha
- Total charge: +1
- ΔE to the lowest compared entry with this formula, charge and spin: 0.165 eV
- LUMO: -2.77 eV
- Kohn-Sham gap: 11.736 eV

Positions of all 24 atoms, in Å:
C  -0.83889  -1.00872  -1.12142
C  0.66003  -1.38972  -1.04629
C  1.40430  -0.70084  -2.13877
O  1.10984  -1.12251  0.26005
N  -1.60538  -1.61253  -0.01696
H  -0.91063  0.08108  -1.02545
H  -1.24346  -1.18036  -2.11932
H  0.81996  -2.47022  -1.17551
H  1.00033  -0.90794  -3.11923
H  2.45002  -1.01322  -2.14771
H  1.46837  0.37822  -1.97294
H  1.04562  -0.17512  0.44769
H  -1.43389  -0.98990  0.84582
H  -1.35697  -2.53370  0.29632
H  -2.60663  -1.50895  -0.14902
H  -1.12040  -0.67048  3.05978
H  -1.27840  0.57768  2.23106
O  -1.57919  -0.35913  2.28521
H  2.21862  2.83605  -0.03790
H  1.33181  3.57263  -1.09159
O  1.32668  3.17346  -0.22559
H  0.07202  2.23726  0.60175
H  -0.55464  2.78741  1.80509
O  -0.37373  1.92351  1.41119

Atomic forces in eV per Å
1.1 0.2 -1.0
-1.0 -0.4 0.1
1.2 0.7 0.0
0.2 0.2 0.3
-0.3 1.8 0.7
0.0 -0.1 0.4
-0.2 -0.7 0.2
-0.4 0.1 0.1
-0.2 0.0 -0.2
-0.1 -0.2 0.0
-0.4 0.1 -0.1
0.1 -0.1 0.0
0.0 -0.7 0.1
0.2 -0.7 -0.4
-0.2 -0.5 -0.2
0.2 -0.6 0.5
-0.1 -0.3 -0.4
0.0 1.0 -0.1
-0.3 0.4 -0.2
0.2 0.2 -0.4
0.3 -0.5 0.5
0.2 -0.2 -0.1
-0.1 -0.2 0.4
-0.2 0.5 -0.1


[3]
ORCA calculation (ωB97M-V/def2-TZVPD) on a molecular structure, C3H8N2.

Calculated values
- HOMO energy: -0.296 Ha
- ΔE to the lowest compared entry with this formula, charge and spin: 3.903 eV
- LUMO: 0.82 eV
- Kohn-Sham gap: 8.863 eV

Positions of all 13 atoms, in Å:
C  -1.73618  0.04065  -0.14981
N  -0.70836  -0.52843  0.72254
H  -0.80742  -0.19992  1.68284
H  -0.20899  -1.60222  0.65410
H  -1.61086  -0.37108  -1.15149
H  -1.69026  1.13409  -0.16461
H  -2.72958  -0.22528  0.21435
C  1.64352  0.73604  -0.45860
C  1.02240  -0.49511  0.08814
N  1.34197  -1.63101  0.37294
H  2.59530  0.48165  -0.92301
H  1.86963  1.45400  0.33369
H  1.01884  1.20662  -1.22109

Atomic forces in eV per Å
-0.5 -0.6 0.4
0.7 -0.2 -0.5
0.1 -0.1 -0.1
-1.6 1.8 0.4
0.0 0.2 0.0
0.2 -0.2 -0.1
-0.2 0.0 -0.2
-0.5 0.6 0.0
1.9 -2.4 1.1
0.2 1.1 -1.0
-0.1 -0.3 0.0
-0.3 0.0 0.0
0.0 0.1 0.1


[4]
ORCA calculation (ωB97M-V/def2-TZVPD) on a molecular structure, C9H24NO12S3Sn.

Calculated values
- HOMO energy: -0.419 Ha
- Total charge: +1
- ΔE to the lowest compared entry with this formula, charge and spin: 0.000 eV
- LUMO: -6.25 eV
- Kohn-Sham gap: 5.145 eV

Positions of all 50 atoms, in Å:
Sn  8.64166  11.99338  18.89957
N  9.82222  14.65062  21.56643
O  9.01623  14.46149  22.46792
O  9.87337  13.81360  20.58581
O  10.52938  15.64521  21.52470
O  7.04487  14.28254  19.51631
S  6.38427  15.37057  20.19423
O  6.00825  15.22451  21.55554
O  7.24527  16.66632  19.96153
C  6.72706  17.93000  20.38797
C  7.74472  19.05197  20.40775
C  4.89572  15.75077  19.29275
H  6.33370  17.83365  21.40413
H  5.87707  18.22582  19.77116
H  7.55766  19.80795  21.16744
H  7.64185  19.58509  19.45818
H  8.79869  18.78734  20.47297
H  4.23665  14.88664  19.25144
H  5.14869  16.11829  18.30090
H  4.35500  16.50811  19.85670
O  13.87803  11.36061  17.59918
S  12.77544  12.19382  17.94359
O  11.43697  11.70485  18.18599
O  13.14232  13.22034  19.09544
C  13.57107  12.60572  20.36011
C  14.09154  13.59626  21.38207
C  12.64632  13.42190  16.68574
H  14.37284  11.92771  20.06683
H  12.66494  12.14074  20.75016
H  14.70532  14.31644  20.83962
H  14.54239  13.08683  22.22622
H  13.24057  14.18321  21.73602
H  13.62752  13.84924  16.48885
H  12.00282  14.22084  17.05271
H  12.26702  13.05928  15.73298
O  9.40296  9.73492  17.27309
S  9.19422  9.88744  15.85490
O  8.01186  9.47228  15.17961
O  9.39500  11.45406  15.60284
C  8.78461  12.07988  14.43789
C  9.17548  13.53254  14.50115
C  10.59841  9.17064  14.99266
H  7.70076  11.99070  14.51714
H  9.10361  11.50718  13.56756
H  8.69618  14.18127  13.77371
H  10.25604  13.63704  14.59090
H  8.83516  13.95266  15.45671
H  10.51750  9.41784  13.93694
H  10.70864  8.10988  15.19539
H  11.48848  9.68180  15.36333

Atomic forces in eV per Å
1.6 1.8 1.2
-1.3 1.2 1.1
0.1 -0.5 -0.2
0.2 -1.9 -2.1
0.4 -0.4 -0.5
0.8 -0.6 -0.6
-1.6 0.7 0.2
0.3 -0.1 0.1
0.7 -0.9 -0.6
-0.8 0.9 1.8
0.4 0.6 -1.4
0.0 0.2 0.0
0.0 -0.4 -0.1
0.1 -0.2 -0.3
-0.3 -0.3 0.3
0.2 0.1 0.0
-0.2 -0.5 0.2
0.3 -0.2 0.0
0.0 -0.1 0.0
0.1 0.1 0.0
-0.5 -0.9 0.6
0.6 3.0 -0.7
-0.9 -0.9 0.4
0.1 -0.3 -0.1
0.1 -0.6 0.3
-1.3 1.0 -1.2
0.0 0.8 -0.3
-0.3 -0.4 0.3
0.3 -0.5 0.0
0.6 -0.2 0.5
0.3 0.0 -0.2
0.1 0.0 0.2
0.1 -0.2 0.2
-0.1 -0.1 0.0
-0.1 -0.5 0.2
-0.6 0.5 0.5
1.1 -0.4 -1.6
-0.3 0.0 0.6
0.0 -0.2 0.8
-0.6 0.0 -0.2
0.2 0.2 1.1
0.3 1.0 0.5
0.0 -0.2 0.0
0.1 0.4 -0.2
0.3 -0.3 -0.5
0.0 0.2 -0.7
-0.2 -0.2 0.0
-0.3 -0.3 0.0
-0.4 0.0 -0.1
0.0 0.0 0.2